C52H62N8O5PSeV | ωB97M-V/def2-TZVPD

Results
- Gap between HOMO and LUMO (spin up / spin down): 0.1863 / 0.1650 Eh
- <S²>: 2.03
- E_LUMO (spin up / spin down): -5.774 / -6.358 eV
- HOMO level (spin up / spin down): -10.8 / -10.8 eV
- Multiplicity: 3
- Largest force on an atom: 5.9 eV Å⁻¹
- Charge: +2

Atoms and positions in Å:
V1 -0.841 1.036 0.390
O1 2.422 1.314 -1.728
C1 1.371 1.465 -1.132
O2 0.974 0.793 -0.127
C2 0.394 2.548 -1.527
C3 0.692 3.540 -2.446
C4 -0.243 4.540 -2.668
C5 -1.413 4.523 -1.919
C6 -1.623 3.499 -1.015
N1 -0.760 2.499 -0.847
H1 1.636 3.499 -2.970
H2 -0.068 5.315 -3.396
H3 -2.159 5.294 -2.034
H4 -2.517 3.473 -0.405
O3 -0.119 2.306 1.870
N2 -1.436 2.011 1.733
C7 -2.295 2.509 2.554
C8 -3.709 2.359 2.381
C9 -4.554 3.013 3.291
C10 -5.925 2.945 3.164
C11 -6.482 2.220 2.115
C12 -5.666 1.559 1.212
C13 -4.280 1.618 1.323
P1 -3.243 0.631 0.190
C14 -3.968 -1.022 0.529
C15 -5.019 -1.563 -0.208
C16 -5.522 -2.810 0.125
C17 -4.976 -3.529 1.175
C18 -3.945 -2.986 1.926
C19 -3.455 -1.732 1.613
C20 -3.865 1.001 -1.483
C21 -4.389 2.250 -1.811
C22 -4.704 2.556 -3.124
C23 -4.503 1.618 -4.122
C24 -4.005 0.363 -3.804
C25 -3.679 0.058 -2.496
H5 0.319 1.602 2.420
H6 -1.944 3.128 3.379
H7 -4.105 3.584 4.092
H8 -6.560 3.451 3.877
H9 -7.553 2.162 2.012
H10 -6.107 0.979 0.413
H11 -5.452 -1.022 -1.037
H12 -6.340 -3.222 -0.448
H13 -5.363 -4.509 1.406
H14 -3.519 -3.543 2.745
H15 -2.675 -1.283 2.213
H16 -4.571 2.982 -1.036
H17 -5.102 3.530 -3.365
H18 -4.740 1.854 -5.146
H19 -3.867 -0.381 -4.573
H20 -3.309 -0.930 -2.247
C26 -1.388 -0.810 4.801
N3 -0.537 -1.707 4.051
C27 -0.004 -1.378 2.860
N4 0.873 -2.234 2.310
O4 -0.325 -0.310 2.301
H21 -0.931 -0.570 5.760
H22 -2.363 -1.268 4.973
H23 -1.520 0.107 4.228
H24 -0.215 -2.534 4.528
H25 0.998 -3.169 2.657
H26 1.179 -2.057 1.368
C28 -3.025 -5.313 -3.440
C29 -3.018 -4.507 -2.147
N5 -1.983 -4.901 -1.209
C30 -2.098 -6.223 -0.604
C31 -1.234 -7.256 -1.320
C32 -1.048 -4.070 -0.728
O5 -0.331 -4.303 0.233
C33 -0.912 -2.736 -1.413
C34 -0.560 -2.559 -2.748
C35 -0.472 -1.262 -3.227
C36 -0.730 -0.203 -2.370
N6 -0.980 -0.371 -1.072
C37 -1.053 -1.611 -0.613
H27 -3.752 -4.887 -4.125
H28 -3.306 -6.344 -3.255
H29 -2.051 -5.296 -3.921
H30 -3.986 -4.623 -1.645
H31 -2.897 -3.447 -2.380
H32 -3.150 -6.514 -0.622
H33 -1.769 -6.143 0.436
H34 -1.493 -7.325 -2.373
H35 -1.379 -8.231 -0.863
H36 -0.184 -6.985 -1.235
H37 -0.365 -3.407 -3.388
H38 -0.216 -1.063 -4.256
H39 -0.730 0.810 -2.753
H40 -1.249 -1.734 0.444
C38 7.263 -2.129 1.023
C39 6.313 -1.393 1.960
C40 4.838 -1.697 1.702
C41 4.301 -1.159 0.373
N7 4.461 0.265 0.195
C42 3.808 1.216 0.890
Se1 2.652 0.858 2.268
N8 4.076 2.429 0.366
C43 3.489 3.681 0.780
C44 3.975 4.180 2.144
C45 5.492 4.318 2.285
C46 6.123 5.356 1.362
C47 4.871 2.251 -0.745
C48 5.335 3.134 -1.713
C49 6.039 2.601 -2.772
C50 6.287 1.231 -2.873
C51 5.836 0.343 -1.920
C52 5.117 0.867 -0.853
H41 8.288 -1.978 1.352
H42 7.179 -1.760 0.003
H43 7.058 -3.198 1.031
H44 6.486 -0.315 1.890
H45 6.530 -1.691 2.988
H46 4.251 -1.288 2.529
H47 4.685 -2.778 1.691
H48 3.229 -1.383 0.291
H49 4.815 -1.641 -0.457
H50 2.398 3.555 0.815
H51 3.728 4.413 0.009
H52 3.618 3.498 2.920
H53 3.508 5.151 2.314
H54 5.969 3.347 2.122
H55 5.690 4.608 3.318
H56 6.121 5.023 0.326
H57 7.157 5.523 1.655
H58 5.598 6.307 1.427
H59 5.137 4.193 -1.666
H60 6.392 3.255 -3.554
H61 6.832 0.859 -3.726
H62 6.018 -0.716 -2.026

C43H46NOSi | ωB97M-V/def2-TZVPD

Results
- Gap between HOMO and LUMO: 0.1332 Eh
- E_LUMO: -5.461 eV
- HOMO level: -9.1 eV
- Largest force on an atom: 1.7 eV Å⁻¹
- Charge: +1

Atoms and positions in Å:
C1 2.216 4.248 3.952
Si1 2.989 2.712 3.251
C2 3.208 2.891 1.414
C3 4.592 2.308 4.099
O1 2.022 1.416 3.593
C4 0.884 0.698 3.140
C5 -0.122 1.700 2.557
C6 0.009 2.059 1.213
C7 -0.816 3.040 0.660
C8 -1.783 3.647 1.459
C9 -1.890 3.313 2.808
C10 -1.023 2.378 3.383
C11 1.319 -0.390 2.142
C12 2.619 -0.897 2.245
C13 3.094 -1.800 1.293
C14 2.273 -2.190 0.234
C15 0.958 -1.723 0.153
C16 0.478 -0.830 1.112
C17 0.421 0.004 4.449
C18 1.526 -0.704 5.261
C19 0.793 -1.768 6.071
C20 -0.636 -1.841 5.505
N1 -0.576 -1.027 4.303
C21 -1.617 -0.965 3.443
C22 -2.690 -1.837 3.447
C23 -4.003 -1.340 3.088
C24 -5.075 -2.161 2.643
C25 -6.279 -1.598 2.223
C26 -6.498 -0.217 2.324
C27 -5.487 0.602 2.843
C28 -4.258 0.055 3.198
H1 2.943 5.072 3.885
H2 1.312 4.529 3.398
H3 1.945 4.104 5.006
H4 4.069 3.553 1.232
H5 3.405 1.923 0.934
H6 2.321 3.337 0.946
H7 5.269 3.168 4.014
H8 4.436 2.093 5.164
H9 5.078 1.438 3.639
H10 0.747 1.556 0.581
H11 -0.707 3.287 -0.398
H12 -2.447 4.392 1.024
H13 -2.653 3.771 3.434
H14 -1.063 2.170 4.454
H15 3.278 -0.541 3.043
H16 4.107 -2.190 1.410
H17 2.654 -2.877 -0.523
H18 0.298 -2.050 -0.654
H19 -0.541 -0.448 1.019
H20 0.027 0.785 5.130
H21 2.228 -1.194 4.578
H22 2.092 0.031 5.848
H23 1.299 -2.732 5.927
H24 0.779 -1.547 7.143
H25 -0.945 -2.869 5.286
H26 -1.370 -1.426 6.225
H27 -1.596 -0.125 2.743
H28 -2.579 -2.880 3.735
H29 -4.929 -3.241 2.607
H30 -7.065 -2.243 1.823
H31 -7.448 0.218 2.010
H32 -5.656 1.671 2.982
H33 -3.463 0.700 3.575
C29 -1.249 -4.707 3.338
C30 -2.172 -5.544 4.069
C31 -3.581 -5.383 3.981
C32 -4.435 -6.009 4.885
C33 -3.931 -6.932 5.814
C34 -2.559 -7.219 5.826
C35 -1.696 -6.551 4.962
C36 0.127 -4.731 3.644
C37 1.167 -4.753 2.724
C38 2.499 -5.209 3.026
C39 3.546 -5.141 2.065
C40 4.876 -5.295 2.437
C41 5.200 -5.680 3.748
C42 4.167 -5.965 4.654
C43 2.835 -5.740 4.303
H34 -1.578 -4.208 2.423
H35 -3.984 -4.749 3.191
H36 -5.504 -5.784 4.862
H37 -4.605 -7.444 6.503
H38 -2.165 -7.974 6.510
H39 -0.633 -6.795 4.953
H40 0.385 -4.754 4.713
H41 0.971 -4.434 1.698
H42 3.283 -4.931 1.025
H43 5.672 -5.114 1.711
H44 6.245 -5.782 4.047
H45 4.403 -6.367 5.641
H46 2.035 -5.968 5.008

C5H9NO2 | ωB97M-V/def2-TZVPD

Results
- Gap between HOMO and LUMO: 0.3664 Eh
- Structure (SMILES): CC1(N(O)C=O)CC1
- E_LUMO: 0.615 eV
- HOMO level: -9.4 eV
- Largest force on an atom: 5.3 eV Å⁻¹

Atoms and positions in Å:
C1 0.245 -1.254 0.983
C2 0.264 0.133 0.288
N1 -0.499 -0.109 -0.859
O1 0.023 -1.316 -1.501
C3 -1.960 -0.278 -0.771
O2 -2.559 0.518 -0.067
C4 1.516 1.136 0.101
C5 0.321 1.520 0.803
H1 0.513 -1.925 0.108
H2 0.753 -1.506 1.885
H3 -0.889 -1.447 1.011
H4 0.454 -0.933 -2.419
H5 -2.429 -1.085 -1.509
H6 2.363 1.062 0.767
H7 1.446 1.543 -1.079
H8 0.768 1.618 1.923
H9 -0.331 2.322 0.338

C43H37N3NiOP3S | ωB97M-V/def2-TZVPD

Results
- Gap between HOMO and LUMO (spin up / spin down): 0.2643 / 0.2497 Eh
- <S²>: 2.02
- E_LUMO (spin up / spin down): -2.574 / -3.718 eV
- HOMO level (spin up / spin down): -9.8 / -10.5 eV
- Multiplicity: 3
- Largest force on an atom: 1.8 eV Å⁻¹
- Charge: +1

Atoms and positions in Å:
Ni1 0.168 -0.623 -0.815
O1 2.205 1.310 1.821
S1 0.963 0.607 1.545
C1 0.606 -0.481 2.951
C2 1.059 -0.220 4.229
C3 0.616 -1.020 5.271
C4 -0.272 -2.057 5.026
C5 -0.694 -2.333 3.735
C6 -0.239 -1.550 2.680
P1 -0.499 -1.955 0.914
C7 -2.025 -2.956 0.945
C8 -2.121 -4.338 1.073
C9 -3.368 -4.942 1.098
C10 -4.520 -4.185 0.966
C11 -4.428 -2.812 0.796
C12 -3.188 -2.203 0.789
C13 0.966 -3.040 0.762
C14 1.225 -4.168 1.536
C15 2.386 -4.889 1.320
C16 3.316 -4.469 0.381
C17 3.100 -3.302 -0.337
C18 1.925 -2.599 -0.152
C19 -0.396 1.784 1.914
C20 -0.869 2.125 3.165
C21 -1.894 3.056 3.268
C22 -2.430 3.642 2.132
C23 -1.958 3.299 0.877
C24 -0.923 2.378 0.771
P2 -0.192 1.692 -0.753
C25 1.337 2.646 -0.902
C26 1.398 3.971 -0.471
C27 2.588 4.668 -0.583
C28 3.715 4.053 -1.102
C29 3.651 2.738 -1.532
C30 2.467 2.033 -1.431
C31 -1.268 2.271 -2.185
C32 -2.686 1.850 -1.945
C33 -3.698 2.443 -2.571
C34 -3.359 3.457 -3.644
C35 -2.217 4.313 -3.172
C36 -1.208 3.719 -2.544
H1 1.747 0.598 4.392
H2 0.950 -0.823 6.278
H3 -0.625 -2.672 5.840
H4 -1.383 -3.143 3.545
H5 -1.234 -4.948 1.151
H6 -3.433 -6.012 1.228
H7 -5.487 -4.662 0.986
H8 -5.322 -2.222 0.669
H9 -3.104 -1.130 0.657
H10 0.540 -4.480 2.311
H11 2.567 -5.783 1.898
H12 4.211 -5.051 0.220
H13 3.841 -2.946 -1.039
H14 1.739 -1.663 -0.726
H15 -0.469 1.667 4.056
H16 -2.284 3.313 4.241
H17 -3.217 4.373 2.225
H18 -2.380 3.748 -0.010
H19 0.527 4.452 -0.045
H20 2.635 5.697 -0.257
H21 4.648 4.595 -1.156
H22 4.526 2.258 -1.941
H23 2.410 1.004 -1.768
H24 -2.837 1.065 -1.213
H25 -4.730 2.182 -2.403
H26 -4.220 4.009 -4.016
H27 -2.217 5.362 -3.420
H28 -0.320 4.259 -2.254
N1 0.280 0.515 -2.601
C37 -0.501 1.318 -3.167
C38 -0.609 1.544 -4.612
C39 0.402 1.173 -5.508
N2 1.242 0.851 -6.220
C40 -1.755 2.171 -4.874
N3 -2.870 2.559 -4.675
C41 -0.498 -3.912 -2.162
P3 -0.511 -2.101 -2.464
C42 -2.276 -1.802 -2.861
C43 0.302 -2.050 -4.100
H29 -0.978 -4.418 -2.999
H30 -1.025 -4.150 -1.241
H31 0.533 -4.257 -2.072
H32 -2.546 -2.327 -3.777
H33 -2.449 -0.736 -2.994
H34 -2.892 -2.151 -2.033
H35 -0.058 -2.873 -4.714
H36 1.381 -2.134 -3.979
H37 0.090 -1.106 -4.591

CH3AgClNO2 | ωB97M-V/def2-TZVPD

Results
- Gap between HOMO and LUMO (spin up / spin down): 0.3605 / 0.2024 Eh
- <S²>: 0.76
- E_LUMO (spin up / spin down): -5.964 / -9.643 eV
- HOMO level (spin up / spin down): -15.8 / -15.1 eV
- Multiplicity: 2
- Largest force on an atom: 4.3 eV Å⁻¹
- Charge: +1

Atoms and positions in Å:
Ag1 -1.485 -3.070 -0.542
Cl1 -1.210 -1.194 -1.414
C1 0.785 0.170 -0.018
N1 -0.144 1.111 0.667
O1 0.351 2.185 1.114
O2 -1.359 0.819 0.704
H1 0.880 -0.751 0.557
H2 1.726 0.720 -0.022
H3 0.458 0.012 -1.046

C2H5NO | ωB97M-V/def2-TZVPD

Results
- Gap between HOMO and LUMO: 0.3609 Eh
- Structure (SMILES): C=N.C=O
- E_LUMO: 0.326 eV
- HOMO level: -9.5 eV
- Largest force on an atom: 6.2 eV Å⁻¹

Atoms and positions in Å:
C1 -1.249 0.375 -0.670
N1 -1.005 -0.634 0.117
H1 -0.573 0.673 -1.372
H2 -2.337 0.696 -0.723
H3 -1.372 -0.576 1.028
C2 1.644 -0.159 0.444
O1 2.191 0.299 1.414
H4 1.328 -1.196 0.209
H5 1.375 0.522 -0.448

C20H29N5OS | ωB97M-V/def2-TZVPD

Results
- Gap between HOMO and LUMO: 0.3235 Eh
- E_LUMO: 0.515 eV
- HOMO level: -8.3 eV
- Largest force on an atom: 20.0 eV Å⁻¹

Atoms and positions in Å:
C1 -0.218 3.551 -3.819
H1 -0.833 2.772 -4.488
H2 0.245 4.125 -4.400
H3 -1.019 4.003 -3.301
C2 0.618 2.774 -3.177
C3 1.447 3.850 -2.073
H4 2.208 3.451 -1.415
H5 0.704 4.102 -1.476
H6 1.987 4.474 -2.669
H7 0.197 2.013 -2.450
C4 2.026 1.974 -3.813
C5 2.820 0.998 -3.209
N1 2.020 0.549 -2.256
N2 2.882 -0.439 -1.298
C6 2.217 -1.185 -0.460
O1 2.939 -1.892 0.187
C7 0.761 -0.603 0.040
C8 0.460 0.691 0.129
C9 -0.864 0.726 0.584
C10 -1.642 -0.084 0.954
C11 -1.276 -1.499 0.731
C12 0.193 -1.666 0.498
H8 0.445 -2.806 0.476
H9 -1.827 -2.155 1.200
C13 -3.057 -0.024 1.208
H10 -3.619 0.852 0.619
H11 -3.192 0.877 2.203
S1 -4.199 -1.271 1.605
C14 -3.841 -1.366 3.213
N3 -3.201 -0.719 4.066
N4 -3.113 -1.519 5.214
C15 -3.912 -2.538 4.978
N5 -4.384 -2.622 3.882
C16 -5.323 -3.533 3.209
H12 -5.221 -4.441 3.872
H13 -6.175 -3.373 3.379
H14 -4.989 -3.984 2.177
H15 -3.986 -3.017 6.069
H16 -1.124 1.891 0.595
H17 1.310 1.410 -0.086
H18 3.713 -0.564 -1.484
C17 4.312 1.054 -3.543
H19 4.539 -0.018 -3.459
H20 4.010 1.090 -4.811
C18 5.182 1.905 -3.219
C19 5.156 1.798 -1.569
H21 4.259 1.966 -1.045
H22 5.797 2.680 -1.227
H23 5.787 0.718 -1.416
C20 6.562 1.889 -3.897
H24 7.107 2.539 -3.523
H25 6.263 1.925 -4.952
H26 6.741 0.706 -3.652
H27 4.576 3.046 -3.248
H28 1.256 1.603 -4.552
H29 2.577 2.885 -4.133

C8H20BrN2O7S2 | ωB97M-V/def2-TZVPD

Results
- Gap between HOMO and LUMO: 0.2809 Eh
- E_LUMO: 1.908 eV
- HOMO level: -5.7 eV
- Largest force on an atom: 5.9 eV Å⁻¹
- Charge: -1

Atoms and positions in Å:
N1 7.253 1.281 -2.158
S1 7.657 2.874 -1.640
O1 8.009 2.759 -0.159
O2 8.855 3.344 -2.453
N2 6.419 4.037 -1.876
S2 5.098 3.417 -2.765
O3 5.473 2.742 -4.068
O4 4.190 4.588 -3.143
C1 4.145 2.290 -1.605
C2 2.931 1.518 -2.304
O5 2.772 1.542 -3.542
Br1 1.691 0.541 -1.066
H1 7.266 0.620 -1.364
H2 7.936 0.988 -2.885
H3 3.702 2.976 -0.785
H4 4.914 1.597 -1.108
C3 -2.491 0.471 0.759
C4 -1.677 -0.698 1.291
C5 -1.779 -0.800 2.805
O6 -0.311 -0.532 0.919
H5 -2.127 1.419 1.167
H6 -2.399 0.539 -0.329
H7 -3.549 0.364 1.015
H8 -2.029 -1.628 0.836
H9 -1.390 0.104 3.285
H10 -1.180 -1.637 3.175
H11 -2.816 -0.945 3.122
H12 0.009 0.289 1.317
C6 -5.080 -2.494 -0.046
C7 -5.126 -2.668 1.465
C8 -6.073 -3.788 1.865
O7 -5.554 -1.448 2.067
H13 -6.067 -2.233 -0.440
H14 -4.405 -1.678 -0.318
H15 -4.739 -3.409 -0.537
H16 -4.122 -2.883 1.841
H17 -7.095 -3.571 1.537
H18 -6.106 -3.893 2.953
H19 -5.763 -4.742 1.431
H20 -6.442 -1.249 1.740